(1)
Density functional theory data (the ωB97M-V functional and the def2-TZVPD basis) for a 11-piece molecular cluster, C39H61N7O5 overall in a non-equilibrium geometry.

ORCA input file:
```
! wB97M-V def2-TZVPD RIJCOSX def2/J DEFGRID3
* xyz 0 1
C 15.0654 21.2024 -8.4775
C 13.8520 20.4284 -8.2368
C 13.8335 19.3757 -9.2028
N 14.8399 19.7335 -10.1253
C 15.4516 20.8606 -9.7694
H 15.4261 22.0455 -7.9070
H 13.2367 20.6162 -7.3693
H 13.1661 18.5475 -9.3900
H 15.0859 19.1523 -10.9138
H 16.1368 21.1992 -10.5324
C 19.8814 18.7696 -9.4844
C 20.9692 18.2946 -10.1799
C 22.0767 19.0012 -9.6418
N 21.6100 19.8300 -8.6876
C 20.2621 19.7200 -8.5742
H 18.8962 18.4024 -9.7310
H 21.0254 17.5706 -10.9793
H 23.1449 18.9356 -9.7869
H 22.2711 20.3430 -8.1220
H 19.7405 20.2422 -7.7858
C 11.8040 25.6085 -7.9266
C 12.6828 26.1957 -8.8556
C 12.7444 27.5514 -8.5919
N 12.1988 27.7407 -7.3080
C 11.4569 26.5797 -7.0262
H 11.6838 24.5404 -7.8214
H 13.2214 25.8016 -9.7047
H 13.3340 28.3188 -9.0714
H 12.3247 28.5930 -6.7808
H 11.0503 26.4869 -6.0300
C 10.6156 12.6398 -8.1483
C 10.1023 12.4708 -9.4294
C 11.0328 12.9700 -10.3541
N 12.1518 13.3267 -9.6349
C 11.9667 13.0467 -8.3267
H 10.0417 12.4130 -7.2619
H 9.1215 12.1130 -9.7058
H 11.1025 13.1641 -11.4142
H 12.9769 13.7996 -9.9750
H 12.6664 13.2970 -7.5430
C 8.8432 16.6328 -3.4373
C 8.0401 15.5054 -3.0435
C 7.4577 15.0262 -4.1950
N 7.8143 15.8412 -5.2958
C 8.8168 16.7055 -4.8308
H 9.4986 17.1004 -2.7174
H 7.8498 15.2255 -2.0179
H 6.8522 14.1392 -4.3085
H 7.6507 15.5405 -6.2461
H 9.5220 17.3042 -5.3883
C 18.9446 22.5864 -14.9311
C 18.5079 23.6889 -15.7147
C 19.6255 24.5282 -15.8649
N 20.6552 24.0282 -15.1416
C 20.2877 22.9002 -14.5247
H 18.3877 21.7026 -14.6569
H 17.5283 23.8718 -16.1309
H 19.6581 25.5136 -16.3058
H 21.4196 24.6254 -14.8603
H 20.9671 22.4463 -13.8184
C 17.7324 20.0277 -2.8563
N 16.3238 20.3304 -2.6568
C 15.2922 19.5442 -3.0269
C 15.5668 18.2752 -3.8759
O 14.1481 19.7605 -2.6698
H 18.1774 19.7312 -1.9064
H 18.4476 20.7642 -3.2224
H 17.8206 19.1347 -3.4750
H 16.1417 21.1764 -2.1360
H 14.6504 17.8584 -4.2936
H 16.1349 17.5600 -3.2810
H 16.0597 18.6511 -4.7725
C 7.7046 16.9909 -10.4416
C 6.5052 16.1788 -10.7326
C 5.6655 16.5089 -11.9661
O 6.2174 15.3583 -9.8619
H 7.4908 17.9186 -9.9108
H 8.1955 17.3026 -11.3636
H 8.5113 16.5042 -9.8935
H 5.7102 17.5724 -12.2010
H 4.6426 16.4169 -11.6010
H 5.7616 15.7847 -12.7750
C 8.8718 21.8383 -3.3801
C 7.9347 23.0323 -3.4850
C 7.7573 23.8668 -2.1916
O 7.4355 23.4002 -4.5711
H 9.8250 22.0844 -2.9124
H 9.0506 21.3798 -4.3527
H 8.4282 21.1595 -2.6517
H 6.7952 24.3764 -2.2453
H 8.5852 24.5709 -2.1090
H 7.6006 23.1969 -1.3461
C 19.1387 25.1537 -9.7238
C 20.4473 25.8504 -9.3336
C 21.6456 25.3257 -10.0626
O 20.4660 26.8188 -8.5846
H 19.0490 24.1865 -9.2294
H 19.1222 25.0210 -10.8056
H 18.2383 25.7217 -9.4899
H 21.4491 24.9540 -11.0682
H 22.0750 24.4742 -9.5347
H 22.4225 26.0884 -10.1159
C 14.0940 14.5739 -14.9245
C 14.0394 16.0142 -14.4033
C 12.7412 16.7936 -14.4706
O 15.0498 16.5247 -13.8856
H 13.5654 13.9526 -14.2015
H 15.0985 14.1528 -14.8816
H 13.8459 14.6518 -15.9830
H 12.2727 16.6917 -15.4495
H 12.8120 17.8711 -14.3221
H 11.9949 16.4506 -13.7539
*
```

Values from the calculation:
E_HOMO = -0.291 Eh
relative energy (zero: lowest compared OMol25 entry of this formula, charge and spin) = 0.0 kJ/mol
LUMO = 0.03 eV

Here are the Mulliken charges for atoms 1 to 99, given in e: atom 1 (C): -0.62, atom 2 (C): -0.44, atom 3 (C): -0.61, atom 4 (N): 0.06, atom 5 (C): -0.33, atom 6 (H): 0.42, atom 7 (H): 0.43, atom 8 (H): 0.43, atom 9 (H): 0.19, atom 10 (H): 0.48, atom 11 (C): -0.16, atom 12 (C): -0.60, atom 13 (C): -0.30, atom 14 (N): 0.06, atom 15 (C): -0.86, atom 16 (H): 0.43, atom 17 (H): 0.38, atom 18 (H): 0.39, atom 19 (H): 0.21, atom 20 (H): 0.45, atom 21 (C): -0.50, atom 22 (C): -0.26, atom 23 (C): -0.45, atom 24 (N): -0.03, atom 25 (C): -0.45, atom 26 (H): 0.39, atom 27 (H): 0.38, atom 28 (H): 0.35, atom 29 (H): 0.21, atom 30 (H): 0.37, atom 31 (C): -0.40, atom 32 (C): -0.47, atom 33 (C): -0.34, atom 34 (N): 0.02, atom 35 (C): -0.59, atom 36 (H): 0.42, atom 37 (H): 0.39, atom 38 (H): 0.42, atom 39 (H): 0.21, atom 40 (H): 0.36, atom 41 (C): -0.32, atom 42 (C): -0.34, atom 43 (C): -0.50, atom 44 (N): -0.03, atom 45 (C): -0.56, atom 46 (H): 0.40, atom 47 (H): 0.38, atom 48 (H): 0.35, atom 49 (H): 0.24, atom 50 (H): 0.39, atom 51 (C): -0.44, atom 52 (C): -0.39, atom 53 (C): -0.49, atom 54 (N): -0.03, atom 55 (C): -0.53, atom 56 (H): 0.43, atom 57 (H): 0.39, atom 58 (H): 0.36, atom 59 (H): 0.26, atom 60 (H): 0.43, atom 61 (C): -0.88, atom 62 (N): -0.15, atom 63 (C): 0.73, atom 64 (C): -1.16, atom 65 (O): -0.65, atom 66 (H): 0.31, atom 67 (H): 0.30, atom 68 (H): 0.30, atom 69 (H): 0.23, atom 70 (H): 0.26, atom 71 (H): 0.32, atom 72 (H): 0.37, atom 73 (C): -1.01, atom 74 (C): 0.75, atom 75 (C): -1.03, atom 76 (O): -0.57, atom 77 (H): 0.27, atom 78 (H): 0.34, atom 79 (H): 0.31, atom 80 (H): 0.33, atom 81 (H): 0.33, atom 82 (H): 0.28, atom 83 (C): -1.02, atom 84 (C): 0.76, atom 85 (C): -0.97, atom 86 (O): -0.58, atom 87 (H): 0.33, atom 88 (H): 0.28, atom 89 (H): 0.29, atom 90 (H): 0.30, atom 91 (H): 0.26, atom 92 (H): 0.33, atom 93 (C): -1.00, atom 94 (C): 0.83, atom 95 (C): -0.94, atom 96 (O): -0.56, atom 97 (H): 0.25, atom 98 (H): 0.29, atom 99 (H): 0.32



(2)
Density functional theory data (the ωB97M-V functional and the def2-TZVPD basis) for C39H64F18INNbO13 as an isolated structure in a non-equilibrium geometry.

ORCA input file:
```
! wB97M-V def2-TZVPD RIJCOSX def2/J DEFGRID3
* xyz -1 1
C -1.2040 -0.3247 -0.5791
C -1.5650 -1.6027 0.2010
C -1.6706 -2.8339 -0.6939
I -3.2468 -4.1715 0.0263
Nb 0.3541 -3.9592 -0.9035
C 2.0594 -5.3772 -1.3377
C 1.5963 -2.0841 -0.9336
C 3.1186 -2.1674 -1.1014
C 3.6450 -1.5273 -2.3723
C 5.0852 -1.0347 -2.2171
N 5.3689 0.1442 -3.0521
C 5.4606 1.3975 -2.3130
C 6.3956 -0.0401 -3.9491
C 6.1672 -1.1412 -4.9590
O 7.3997 0.6069 -3.9816
C 0.4984 -4.2529 1.3729
C 1.8074 -3.7215 1.9762
C 2.3186 -4.6950 3.0438
C 1.6343 -2.3554 2.6483
H -1.9585 0.4248 -0.5114
H -0.2393 0.0258 -0.2572
H -1.0440 -0.6206 -1.6050
H -0.9283 -1.7606 1.0571
H -2.5528 -1.4268 0.6084
H -2.0414 -2.5184 -1.6494
H -0.6795 -5.4819 -0.9037
H 0.1109 -3.7929 -2.7274
H 2.5230 -5.0018 -2.2427
H 2.7770 -5.4194 -0.5253
H 1.7181 -6.3688 -1.5821
H 1.2074 -1.4403 -1.7127
H 1.3798 -1.5443 -0.0201
H 3.5771 -1.5902 -0.3056
H 3.5709 -3.1540 -1.0398
H 3.6590 -2.2326 -3.1946
H 3.0475 -0.6768 -2.6692
H 5.3174 -0.8236 -1.1868
H 5.7220 -1.8570 -2.4969
H 6.4739 1.7419 -2.1628
H 4.8978 2.1578 -2.8338
H 5.0103 1.2933 -1.3452
H 5.2125 -0.9538 -5.4277
H 6.9477 -1.1363 -5.6910
H 6.1226 -2.0842 -4.4369
H 0.4618 -5.3210 1.5536
H -0.3488 -3.8249 1.8930
H 2.5931 -3.7004 1.2287
H 2.6847 -5.6036 2.5945
H 1.5459 -4.9043 3.7705
H 3.1346 -4.2280 3.5839
H 2.1205 -1.5573 2.1078
H 0.5871 -2.1579 2.7870
H 2.0810 -2.3609 3.6290
C -4.5460 5.4186 -0.8133
C -5.7974 4.5752 -0.8996
O -5.5557 3.3978 -1.6910
C -4.9553 2.3916 -1.0629
O -4.6014 2.3798 0.0781
C -4.7881 1.2042 -2.0253
F -4.3752 1.6147 -3.2394
F -5.9630 0.5657 -2.1915
F -3.8951 0.3374 -1.5531
H -4.1744 5.6465 -1.8128
H -4.7443 6.3527 -0.2884
H -3.7538 4.8880 -0.2870
H -6.5874 5.1235 -1.4082
H -6.1686 4.3048 0.0881
C -3.2959 -5.5934 4.9024
C -1.8771 -5.9198 5.3121
O -1.2749 -4.8204 6.0291
C -1.5506 -4.7356 7.3154
O -2.2448 -5.4729 7.9553
C -0.7942 -3.5426 7.9225
F -0.8775 -2.4529 7.1479
F 0.5120 -3.8465 8.0717
F -1.2803 -3.2250 9.1274
H -3.3181 -4.6682 4.3266
H -3.7082 -6.3957 4.2928
H -3.9386 -5.4538 5.7723
H -1.2588 -6.0722 4.4304
H -1.8286 -6.8283 5.9106
C 0.6721 1.3494 -5.4324
C 1.1749 2.6908 -4.9388
O 0.1281 3.4097 -4.2522
C -0.0882 3.0932 -2.9820
O 0.4886 2.2730 -2.3328
C -1.2004 3.9959 -2.4282
F -2.2246 4.1097 -3.2918
F -0.7259 5.2365 -2.1949
F -1.6912 3.5223 -1.2808
H -0.2130 1.4815 -6.0564
H 1.4413 0.8435 -6.0130
H 0.3907 0.7042 -4.6003
H 1.4895 3.3029 -5.7652
H 2.0411 2.5739 -4.2887
C 6.7469 5.1915 -8.8380
C 6.1747 3.9065 -9.3961
O 5.1454 3.3823 -8.5368
C 3.9395 3.9050 -8.6794
O 3.6164 4.7643 -9.4453
C 2.9642 3.2023 -7.7218
F 3.4988 3.0494 -6.4923
F 2.6447 1.9858 -8.1790
F 1.8240 3.8987 -7.5949
H 7.1017 5.0387 -7.8188
H 7.5776 5.5347 -9.4534
H 5.9917 5.9763 -8.8078
H 6.9429 3.1380 -9.4383
H 5.7885 4.0434 -10.4049
C 2.0852 -4.8464 10.3949
C 3.5006 -5.2344 10.7634
O 4.1709 -4.1641 11.4604
C 3.9311 -4.0695 12.7583
O 3.2199 -4.7775 13.4091
C 4.7544 -2.9126 13.3492
F 4.6977 -1.8213 12.5707
F 6.0457 -3.2763 13.4637
F 4.3061 -2.5829 14.5625
H 2.0821 -3.9218 9.8245
H 1.6180 -5.6294 9.8005
H 1.4798 -4.6815 11.2862
H 4.0869 -5.4151 9.8655
H 3.5260 -6.1445 11.3609
C -11.5437 6.5829 0.2019
C -11.1254 6.1197 -1.1768
O -10.6515 7.2232 -1.9735
C -9.3913 7.5835 -1.7803
O -8.6191 7.0882 -1.0130
C -9.0304 8.7325 -2.7366
F -10.0017 9.6598 -2.7735
F -8.8590 8.2575 -3.9824
F -7.8995 9.3271 -2.3548
H -12.2825 7.3813 0.1278
H -11.9734 5.7556 0.7649
H -10.6932 6.9747 0.7587
H -11.9788 5.7132 -1.7144
H -10.3670 5.3406 -1.1251
*
```

Values from the calculation:
E_HOMO = -0.161 Eh
LUMO = 1.64 eV

Here are the Mulliken charges for atoms 1 to 99, given in e: atom 1 (C): -1.63, atom 2 (C): 0.07, atom 3 (C): -1.20, atom 4 (I): -0.14, atom 5 (Nb): -1.02, atom 6 (C): -1.07, atom 7 (C): -0.64, atom 8 (C): -0.17, atom 9 (C): -0.15, atom 10 (C): -1.41, atom 11 (N): 0.40, atom 12 (C): -1.17, atom 13 (C): 0.61, atom 14 (C): -1.13, atom 15 (O): -0.64, atom 16 (C): -0.93, atom 17 (C): 2.36, atom 18 (C): -1.80, atom 19 (C): -1.53, atom 20 (H): 0.56, atom 21 (H): 0.39, atom 22 (H): 0.27, atom 23 (H): -0.13, atom 24 (H): 0.75, atom 25 (H): 0.85, atom 26 (H): -0.01, atom 27 (H): -0.04, atom 28 (H): 0.29, atom 29 (H): 0.28, atom 30 (H): 0.31, atom 31 (H): 0.60, atom 32 (H): -0.04, atom 33 (H): 0.34, atom 34 (H): 0.26, atom 35 (H): 0.11, atom 36 (H): 0.24, atom 37 (H): 0.64, atom 38 (H): 0.38, atom 39 (H): 0.36, atom 40 (H): 0.20, atom 41 (H): 0.43, atom 42 (H): 0.28, atom 43 (H): 0.36, atom 44 (H): 0.30, atom 45 (H): 0.48, atom 46 (H): 0.21, atom 47 (H): -0.53, atom 48 (H): 0.43, atom 49 (H): 0.26, atom 50 (H): 0.52, atom 51 (H): 0.14, atom 52 (H): 0.19, atom 53 (H): 0.55, atom 54 (C): -1.05, atom 55 (C): -0.04, atom 56 (O): -0.35, atom 57 (C): 0.40, atom 58 (O): -0.55, atom 59 (C): 0.92, atom 60 (F): -0.26, atom 61 (F): -0.28, atom 62 (F): -0.19, atom 63 (H): 0.22, atom 64 (H): 0.43, atom 65 (H): 0.28, atom 66 (H): 0.17, atom 67 (H): 0.31, atom 68 (C): -1.15, atom 69 (C): -0.23, atom 70 (O): -0.23, atom 71 (C): 0.26, atom 72 (O): -0.53, atom 73 (C): 0.94, atom 74 (F): -0.24, atom 75 (F): -0.26, atom 76 (F): -0.26, atom 77 (H): 0.30, atom 78 (H): 0.38, atom 79 (H): 0.34, atom 80 (H): 0.32, atom 81 (H): 0.34, atom 82 (C): -1.21, atom 83 (C): 0.05, atom 84 (O): -0.39, atom 85 (C): 0.17, atom 86 (O): -0.52, atom 87 (C): 1.17, atom 88 (F): -0.27, atom 89 (F): -0.30, atom 90 (F): -0.24, atom 91 (H): 0.31, atom 92 (H): 0.39, atom 93 (H): 0.33, atom 94 (H): 0.30, atom 95 (H): 0.18, atom 96 (C): -1.12, atom 97 (C): -0.22, atom 98 (O): -0.28, atom 99 (C): 0.03



Looking at Kohn-Sham gap for the records above, in order, we have 7.9, 6.0 eV.
Looking at calculated total energy for the records above, in order, we have -2281.9428, -4709.4829 Ha.